Entry from the Open Molecules 2025 dataset: 4 unconnected molecules or ions with the total composition C16H36BBrNO9 (the ωB97M-V functional and the def2-TZVPD basis).

LUMO energy   2.1721 eV
Multiplicity   1
HOMO-LUMO gap   0.268 Ha
Charge   -1
Energy   -3962.0488 Ha

Each line ends with the Mulliken charge.
CARTESIAN COORDINATES (ANGSTROEM)
C1 -1.8396 -4.9540 -6.2183  -1.3544
C2 -0.5356 -4.3244 -5.7170  0.3416
O1 0.2176 -3.6940 -6.7141  -0.7195
B1 1.2053 -2.9375 -5.9691  0.6665
Br1 2.7166 -4.2626 -5.3214  -0.4788
O2 0.4571 -2.3757 -4.8345  -0.4940
C3 -0.6473 -3.1724 -4.6879  0.1595
N1 -1.8811 -2.2786 -4.8876  -0.4763
C4 -2.7837 -2.6272 -4.1572  0.6942
O3 -3.7229 -3.1513 -3.6728  -0.5280
H1 -1.6984 -6.0253 -6.3194  0.3453
H2 -2.6403 -4.7913 -5.4980  0.3040
H3 -2.1276 -4.5019 -7.1632  0.2973
H4 0.0409 -5.1640 -5.3142  0.2209
H5 1.8509 -2.1632 -6.6214  -0.2247
H6 -0.7523 -3.5642 -3.6696  0.2601
C5 -3.4093 1.5004 -1.6925  -0.7185
O4 -2.8595 2.7376 -2.1088  -0.4420
C6 -1.7194 3.1182 -1.3530  -0.3059
C7 -0.4340 2.8314 -2.1072  -0.6818
O5 -0.2322 1.4408 -2.2692  -0.3003
C8 -0.5690 0.9688 -3.5714  -0.6794
H7 -4.1131 1.1734 -2.4566  0.2643
H8 -2.6401 0.7339 -1.5762  0.3076
H9 -3.9498 1.6253 -0.7468  0.3196
H10 -1.7176 2.6250 -0.3760  0.2875
H11 -1.7931 4.1969 -1.1810  0.3609
H12 0.4121 3.2099 -1.5231  0.4609
H13 -0.4298 3.3429 -3.0745  0.3733
H14 0.1986 1.2713 -4.2895  0.3667
H15 -1.5438 1.3401 -3.8963  0.2997
H16 -0.6029 -0.1175 -3.5386  0.1325
C9 0.3246 3.5977 4.7022  -0.8073
O6 1.2899 3.0034 3.8554  -0.3773
C10 0.7139 2.3760 2.7148  -0.3107
C11 0.8557 3.2385 1.4806  -0.3800
O7 0.0845 4.4297 1.5875  -0.3238
C12 0.8633 5.5633 1.9211  -0.7656
H17 0.8491 4.2449 5.4048  0.2407
H18 -0.3925 4.2001 4.1399  0.3538
H19 -0.2099 2.8259 5.2676  0.3390
H20 -0.3345 2.1242 2.8962  0.3374
H21 1.2583 1.4409 2.5537  0.2008
H22 0.4702 2.6866 0.6198  0.1435
H23 1.9069 3.4718 1.2877  0.3912
H24 1.4482 5.8893 1.0541  0.3172
H25 1.5343 5.3618 2.7596  0.3283
H26 0.1819 6.3651 2.2039  0.2482
C13 1.5540 -3.2979 6.4010  -0.7032
O8 2.4381 -3.2410 5.2977  -0.3700
C14 1.7611 -3.2064 4.0476  -0.6577
C15 1.7132 -1.8055 3.4774  -0.4240
O9 0.9107 -0.9439 4.2739  -0.3632
C16 1.6766 -0.0935 5.1121  -0.7364
H27 2.1292 -3.0845 7.3013  0.2450
H28 0.7512 -2.5618 6.3161  0.2938
H29 1.1228 -4.3013 6.4900  0.3266
H30 0.7526 -3.6197 4.1405  0.3364
H31 2.3232 -3.8456 3.3604  0.3858
H32 1.2538 -1.8461 2.4854  0.4040
H33 2.7231 -1.4005 3.3647  0.3569
H34 2.1371 0.7008 4.5190  0.3132
H35 2.4510 -0.6435 5.6527  0.3715
H36 1.0020 0.3602 5.8378  0.2274